Below is one molecule with the formula C3H7NOSi in a non-equilibrium geometry, with properties calculated with the ωB97M-V functional and the def2-TZVPD basis.

Geometry as XYZ:
```
13
Properties=species:S:1:pos:R:3
C -1.26 -1.33 -0.64
Si 0.05 -0.40 0.35
C -0.43 1.51 0.25
O 1.56 -0.74 -0.08
C 2.61 0.03 0.02
N 3.51 0.69 0.23
H -1.16 -1.04 -1.63
H -0.91 -2.40 -0.60
H -2.34 -1.15 -0.36
H -0.18 -0.95 1.74
H -1.53 1.63 0.16
H 0.00 2.11 1.15
H 0.07 2.03 -0.59
```

SMILES string: C[SiH](C)OC#N
Kohn-Sham gap: 11.605 eV
charge: 0
energy relative to the best compared isomer or geometry (same formula, charge and spin): 0.0 kJ/mol
LUMO energy: 0.58 eV

---

Below is C41H32CaClF2IN6OS2 as an isolated structure in a non-equilibrium geometry, with properties calculated with the ωB97M-V functional and the def2-TZVPD basis.

Geometry as XYZ:
```
87
Properties=species:S:1:pos:R:3
Ca 0.20 -0.34 -0.55
F 1.35 -5.07 2.72
C 1.64 -4.34 1.60
C 1.01 -3.14 1.38
C 1.31 -2.36 0.25
C 2.29 -2.86 -0.64
C 2.84 -4.12 -0.40
F 3.71 -4.70 -1.29
C 2.55 -4.88 0.71
C 2.70 -2.02 -1.80
C 3.84 -2.26 -2.58
C 4.13 -1.44 -3.65
C 3.31 -0.37 -3.95
C 2.23 -0.15 -3.11
N 1.93 -0.94 -2.08
H 0.27 -2.82 2.11
H 3.01 -5.85 0.87
H 4.50 -3.08 -2.34
H 5.01 -1.64 -4.26
H 3.50 0.30 -4.78
H 1.58 0.70 -3.26
Cl -4.09 2.39 -5.96
C -3.22 1.36 -4.83
C -3.36 0.01 -4.92
C -2.70 -0.85 -4.02
I -2.94 -2.91 -4.26
C -1.87 -0.40 -2.98
O -1.29 -1.11 -2.12
C -1.74 1.07 -2.93
N -0.92 1.54 -1.96
C -0.74 2.82 -1.80
C -1.38 3.76 -2.65
C -2.19 3.32 -3.64
C -2.40 1.94 -3.83
H -3.98 -0.41 -5.70
H -0.09 3.11 -0.99
H -1.21 4.82 -2.49
H -2.69 4.02 -4.31
C -5.12 1.34 -1.85
N -4.55 1.17 -0.54
C -4.28 -0.01 0.06
N -4.35 -1.12 -0.72
S -3.93 -0.09 1.71
H -4.95 2.37 -2.17
H -6.19 1.13 -1.87
H -4.63 0.71 -2.59
H -4.50 1.95 0.09
H -4.29 -1.01 -1.72
H -3.81 -1.91 -0.37
C -3.29 -3.56 2.71
N -3.43 -4.73 1.85
C -4.00 -5.95 2.19
C -3.85 -6.77 1.13
N -3.17 -6.04 0.16
C -2.91 -4.77 0.59
S -2.11 -3.56 -0.24
H -3.81 -3.76 3.64
H -3.69 -2.67 2.23
H -2.23 -3.37 2.91
H -4.44 -6.12 3.15
H -4.14 -7.80 1.00
H -2.92 -6.33 -0.76
C 0.93 1.35 0.87
C 1.67 2.07 1.56
C 2.52 2.90 2.37
C 2.46 4.32 2.14
C 1.91 4.84 0.93
C 1.82 6.19 0.68
C 2.24 7.15 1.61
C 2.75 6.67 2.82
C 2.85 5.32 3.09
C 3.37 2.25 3.34
C 4.51 2.85 3.95
C 5.30 2.18 4.88
C 5.02 0.87 5.25
C 3.94 0.24 4.63
C 3.15 0.89 3.71
H 1.57 4.12 0.20
H 1.41 6.52 -0.27
H 2.17 8.21 1.40
H 3.05 7.38 3.59
H 3.20 5.00 4.06
H 4.80 3.85 3.64
H 6.16 2.69 5.30
H 5.64 0.35 5.98
H 3.71 -0.80 4.87
H 2.33 0.37 3.22
```

Kohn-Sham gap: 2.894 eV
charge: -2
energy relative to the best compared isomer or geometry (same formula, charge and spin): 207.8 kJ/mol
LUMO energy: 3.27 eV

---

Below is one molecule with the formula C20H21NO5S in a non-equilibrium geometry, with properties calculated with the ωB97M-V functional and the def2-TZVPD basis.

Geometry as XYZ:
```
48
Properties=species:S:1:pos:R:3
C -6.91 -2.14 0.88
C -5.49 -2.76 0.42
C -4.71 -1.49 0.27
C -4.09 -0.81 1.38
C -3.26 0.45 0.77
C -3.19 0.83 -0.53
S -2.10 2.31 -0.79
O -2.24 2.52 -2.36
O -2.48 3.26 0.22
C -0.39 1.56 -0.44
C 0.36 2.61 0.11
N 1.81 2.56 0.22
C 2.39 3.64 0.93
C 2.22 1.26 0.11
C 3.56 0.95 0.12
C 4.06 -0.19 0.09
O 5.47 -0.68 0.13
C 6.30 0.39 0.67
C 3.36 -1.20 -0.55
O 3.67 -2.61 -0.82
C 5.13 -3.03 -0.79
C 1.96 -0.99 -0.65
C 1.44 0.36 -0.78
C 0.10 0.41 -0.82
O -0.71 -0.67 -1.25
C -3.73 0.06 -1.45
C -4.59 -0.80 -1.09
H -7.43 -3.00 1.06
H -7.20 -1.58 -0.13
H -6.95 -1.44 1.58
H -5.40 -3.43 -0.19
H -5.01 -3.20 1.52
H -3.94 -1.05 2.23
H -2.84 1.07 1.58
H -0.06 3.49 0.29
H 3.01 3.13 1.96
H 3.17 3.86 0.39
H 1.78 4.34 1.03
H 4.21 1.77 0.64
H 6.42 1.53 0.04
H 6.03 0.79 1.49
H 7.31 0.03 1.01
H 5.75 -2.27 -1.55
H 5.05 -4.04 -1.36
H 5.50 -2.94 0.18
H 1.43 -1.65 -1.26
H -3.63 0.26 -2.57
H -5.14 -1.46 -1.99
```

SMILES string: CCc1ccc(S(=O)(=O)c2cn(C)c3cc(OC)c(OC)cc3c2=O)cc1
Kohn-Sham gap: 7.521 eV
charge: 0
energy relative to the best compared isomer or geometry (same formula, charge and spin): 1736.2 kJ/mol
LUMO energy: -0.84 eV

---

Below is a 2-piece molecular cluster, C19H31FN2O6 overall in a non-equilibrium geometry, with properties calculated with the ωB97M-V functional and the def2-TZVPD basis.

Geometry as XYZ:
```
59
Properties=species:S:1:pos:R:3
C -0.18 3.37 0.78
C 0.59 2.37 -0.08
C 0.20 2.49 -1.53
O -1.18 2.15 -1.76
C -1.24 1.08 -2.68
C -0.58 -0.14 -2.07
C 0.49 -0.70 -2.74
N 1.14 -1.74 -2.20
C 0.82 -2.28 -1.01
C 1.66 -3.45 -0.60
C 1.53 -4.65 -1.60
N 0.42 -4.49 -2.54
C -0.26 -1.75 -0.29
C -0.60 -2.36 1.05
O 0.51 -2.43 1.91
C 0.95 -1.18 2.42
C -0.98 -0.69 -0.83
C -2.26 -0.12 -0.26
O -3.25 -0.49 -0.78
O -2.25 0.84 0.67
C -2.37 0.50 2.05
C -3.62 -0.28 2.42
C -4.92 0.35 1.94
F -5.68 -0.61 1.28
H -1.24 3.39 0.54
H 0.23 4.37 0.64
H -0.08 3.11 1.83
H 0.43 1.34 0.25
H 1.64 2.59 0.04
H 0.86 1.85 -2.12
H 0.39 3.51 -1.86
H -0.68 1.36 -3.57
H -2.27 0.89 -2.94
H 0.82 -0.31 -3.68
H 1.90 -2.15 -2.71
H 1.41 -3.80 0.38
H 2.69 -3.11 -0.62
H 1.39 -5.54 -1.00
H 2.47 -4.80 -2.13
H -0.47 -4.63 -2.08
H 0.47 -5.23 -3.24
H -1.45 -1.87 1.52
H -0.90 -3.40 0.88
H 0.91 -0.37 1.68
H 0.34 -0.89 3.27
H 1.97 -1.27 2.76
H -1.49 -0.02 2.43
H -2.39 1.45 2.57
H -3.61 -0.44 3.49
H -3.59 -1.27 1.97
H -5.52 0.68 2.78
H -4.75 1.16 1.23
C 4.82 4.52 0.58
C 4.10 3.16 0.58
O 4.29 2.42 -0.41
O 3.37 2.94 1.58
H 5.44 4.65 -0.31
H 4.09 5.33 0.63
H 5.46 4.60 1.46
```

Kohn-Sham gap: 4.729 eV
charge: 0
LUMO energy: -1.68 eV

---

Below is C40H38MoN4O4P as an isolated structure in a non-equilibrium geometry, with properties calculated with the ωB97M-V functional and the def2-TZVPD basis.

Geometry as XYZ:
```
88
Properties=species:S:1:pos:R:3
Mo 0.34 0.22 -0.18
C -1.58 -1.92 -5.23
O -1.08 -1.57 -3.95
C -0.96 -2.58 -3.05
C -1.30 -3.90 -3.26
C -1.13 -4.86 -2.25
C -0.62 -4.49 -1.03
C -0.29 -3.15 -0.79
C 0.26 -2.78 0.50
N 0.60 -1.60 0.87
N 1.10 -1.54 2.20
C 1.36 -0.31 2.48
O 1.21 0.66 1.60
C 1.82 0.08 3.83
C 2.68 1.16 3.97
C 3.14 1.53 5.22
C 2.72 0.82 6.34
C 1.86 -0.27 6.20
C 1.42 -0.64 4.95
C -0.47 -2.20 -1.79
O -0.14 -0.92 -1.59
H -1.57 -1.01 -5.82
H -0.95 -2.67 -5.71
H -2.61 -2.29 -5.16
H -1.71 -4.21 -4.21
H -1.40 -5.89 -2.44
H -0.47 -5.22 -0.24
H 0.41 -3.57 1.23
H 3.00 1.70 3.08
H 3.82 2.36 5.33
H 3.08 1.10 7.32
H 1.54 -0.82 7.08
H 0.75 -1.48 4.82
O -2.32 -0.93 0.36
C -1.63 0.01 0.68
C -2.11 0.98 1.73
C -3.10 0.64 2.64
C -3.51 1.58 3.58
C -2.96 2.86 3.57
C -1.99 3.21 2.64
C -1.56 2.25 1.73
P -0.42 2.57 0.36
C 0.78 3.79 0.93
C 1.32 4.73 0.05
C 2.31 5.60 0.47
C 2.77 5.55 1.78
C 2.24 4.61 2.66
C 1.25 3.74 2.24
C -1.47 3.38 -0.88
C -2.09 2.57 -1.84
C -2.98 3.12 -2.74
C -3.26 4.48 -2.70
C -2.65 5.29 -1.75
C -1.76 4.74 -0.84
H -3.52 -0.35 2.61
H -4.26 1.32 4.31
H -3.29 3.59 4.30
H -1.59 4.21 2.63
H 0.95 4.81 -0.97
H 2.71 6.34 -0.22
H 3.54 6.23 2.11
H 2.60 4.57 3.68
H 0.86 3.00 2.93
H -1.88 1.51 -1.88
H -3.46 2.49 -3.48
H -3.96 4.92 -3.41
H -2.87 6.35 -1.71
H -1.30 5.37 -0.09
C 2.26 -0.08 -2.76
C 3.37 0.44 -3.71
N 3.65 1.85 -3.46
C 2.43 2.63 -3.67
C 1.30 2.13 -2.74
N 1.80 1.03 -1.87
C 2.98 1.53 -1.10
C 4.08 2.01 -2.07
H 2.61 -0.89 -2.12
H 1.39 -0.44 -3.31
H 3.06 0.33 -4.75
H 4.29 -0.12 -3.57
H 2.14 2.54 -4.72
H 2.65 3.68 -3.48
H 0.45 1.73 -3.30
H 0.93 2.93 -2.10
H 3.33 0.70 -0.47
H 2.64 2.32 -0.44
H 5.00 1.44 -1.93
H 4.31 3.06 -1.90
```

Kohn-Sham gap (spin up / spin down): 7.074 / 7.156 eV
charge: +1
spin multiplicity: 3
energy relative to the best compared isomer or geometry (same formula, charge and spin): 0.0 kJ/mol
LUMO energy (spin up / spin down): -3.21 / -3.65 eV
⟨S²⟩: 2.027